Here is C4H6O2 in the gas phase in a non-equilibrium geometry from OMol25. Energies are from wB97M-V/def2-TZVPD.

M, g mol⁻¹: 86.09
E_LUMO, hartree: 0.0271
Net charge: 0
Energy above the lowest of the compared OMol25 structures with the same formula, charge and spin, eV: 3.661
Total energy, Eh: -306.37177
Multiplicity: 1
Frontier orbital gap, eV: 9.344

Geometry as XYZ:
```
12
Properties=species:S:1:pos:R:3:nbo_charge:R:1
O 2.16846 -0.12932 0.00201 -0.6916
C 0.84655 0.03414 0.36322 0.1054
C -0.25786 0.44017 -0.61688 -0.2919
C -1.39646 0.19284 0.31424 -0.4139
C -0.30279 -0.84778 0.10161 0.2210
O -0.40619 -2.21296 -0.09844 -0.6690
H 2.62802 0.66865 0.15409 0.4824
H 0.71357 0.58718 1.36444 0.1288
H -0.42266 0.68720 -1.69349 0.2396
H -1.37050 0.67839 1.25531 0.1827
H -2.34915 0.04074 -0.11663 0.2213
H 0.38601 -2.62266 0.21538 0.4853
```